{
  "formula": "C40H34HfIN7O3S",
  "method": "wB97M-V/def2-TZVPD",
  "symbols": ["Hf", "C", "C", "N", "C", "C", "C", "O", "C", "C", "N", "C", "C", "C", "C", "C", "C", "I", "C", "O", "H", "H", "H", "H", "H", "H", "H", "H", "H", "H", "H", "H", "C", "N", "C", "C", "N", "C", "C", "C", "C", "C", "C", "N", "C", "N", "C", "C", "C", "C", "C", "C", "N", "H", "H", "H", "H", "H", "H", "H", "H", "H", "H", "H", "H", "H", "H", "H", "C", "C", "O", "S", "C", "C", "C", "C", "C", "C", "C", "C", "H", "H", "H", "H", "H", "H", "H"],
  "xyz": [[1.2920, 1.0984, -1.0828], [1.7760, 3.6309, 2.7528], [0.5701, 2.7720, 2.5529], [-0.1294, 2.4283, 3.6153], [-1.2395, 1.6996, 3.4893], [-1.7718, 1.3025, 2.2784], [-3.0422, 0.4892, 2.2299], [-4.0635, 1.1014, 1.4459], [-1.0359, 1.6460, 1.1132], [-1.6241, 1.4684, -0.1944], [-0.9543, 1.4673, -1.3007], [-1.6666, 1.5216, -2.5290], [-2.8140, 0.7718, -2.7745], [-3.4548, 0.8647, -3.9993], [-2.9604, 1.6997, -4.9890], [-1.8239, 2.4608, -4.7571], [-1.1884, 2.3610, -3.5329], [0.4607, 3.5941, -3.1059], [0.1857, 2.3310, 1.2616], [0.9832, 2.5678, 0.2089], [2.1525, 3.4955, 3.7631], [2.5582, 3.4035, 2.0295], [1.5010, 4.6813, 2.6324], [-1.7353, 1.4358, 4.4167], [-2.8411, -0.4869, 1.7730], [-3.3892, 0.2904, 3.2480], [-4.5698, 1.7031, 1.9969], [-2.7104, 1.4005, -0.2046], [-3.1953, 0.1049, -2.0130], [-4.3440, 0.2776, -4.1807], [-3.4637, 1.7722, -5.9425], [-1.4519, 3.1333, -5.5173], [4.5580, 1.1651, -2.2291], [3.2270, 1.5905, -2.7102], [2.9462, 1.1449, -4.0957], [1.8935, 0.0813, -4.0734], [1.0636, -0.0661, -3.0575], [0.2127, -1.1193, -3.4097], [-0.8231, -1.7338, -2.7086], [-1.4855, -2.7649, -3.3414], [-1.1369, -3.1898, -4.6305], [-0.1036, -2.6025, -5.3310], [0.5596, -1.5643, -4.6899], [1.6397, -0.7784, -5.0738], [4.5114, 1.0410, -0.7419], [3.3678, 0.9003, -0.1029], [3.7023, 0.7398, 1.2442], [2.9032, 0.5378, 2.3666], [3.5440, 0.4268, 3.5832], [4.9394, 0.5006, 3.6945], [5.7454, 0.6848, 2.5895], [5.0949, 0.7997, 1.3683], [5.5748, 0.9900, 0.0774], [5.3431, 1.8563, -2.5476], [4.7885, 0.1854, -2.6558], [3.2078, 2.6039, -2.7200], [3.8519, 0.7828, -4.5874], [2.5804, 1.9913, -4.6807], [-1.0758, -1.4303, -1.7053], [-2.2944, -3.2684, -2.8300], [-1.6853, -4.0046, -5.0807], [0.1761, -2.9383, -6.3190], [2.1450, -0.8424, -5.9429], [1.8306, 0.4619, 2.2894], [2.9554, 0.2792, 4.4783], [5.3939, 0.4078, 4.6703], [6.8212, 0.7367, 2.6732], [6.5400, 1.0803, -0.1941], [-5.6830, -3.1613, 5.5495], [-4.5909, -2.9278, 4.5492], [-4.4708, -1.9420, 3.8715], [-3.4109, -4.2796, 4.4860], [-2.2375, -3.5414, 3.3779], [-1.2050, -2.7631, 3.8846], [-0.3392, -2.1181, 3.0243], [-0.5021, -2.2539, 1.6440], [-1.5152, -3.0724, 1.1400], [-2.3764, -3.7140, 2.0068], [0.2860, -1.4673, 0.7579], [0.8436, -0.7009, -0.0067], [-6.6397, -2.9315, 5.0818], [-5.5346, -2.4686, 6.3786], [-5.6864, -4.1796, 5.9314], [-1.1009, -2.6442, 4.9543], [0.4513, -1.4902, 3.4135], [-1.6317, -3.1875, 0.0702], [-3.1785, -4.3297, 1.6254]],
  "lowdin_charge": [1.57, -0.01, -0.27, 0.15, -0.07, -0.12, -0.19, -0.05, -0.09, -0.01, -0.06, -0.34, -0.02, -0.04, -0.05, -0.13, -0.59, 1.16, -0.27, -0.26, 0.09, 0.07, 0.10, 0.13, 0.12, 0.12, 0.11, 0.14, 0.13, 0.12, 0.12, 0.11, -0.09, -0.14, -0.13, -0.29, 0.03, -0.20, -0.03, -0.05, -0.05, 0.01, -0.16, 0.21, -0.28, 0.03, -0.20, -0.02, -0.05, -0.05, 0.01, -0.16, 0.20, 0.15, 0.15, 0.07, 0.14, 0.10, 0.08, 0.11, 0.12, 0.12, 0.18, 0.09, 0.12, 0.12, 0.12, 0.18, -0.06, -0.72, 0.02, 1.04, -0.52, -0.06, -0.01, -0.25, -0.02, -0.07, -0.08, -0.13, 0.10, 0.10, 0.07, 0.12, 0.11, 0.11, 0.12],
  "multiplicity": 1,
  "largest_force_ev_per_a": 1.09,
  "e_tot_ev": -78839.2016,
  "homo_lumo_gap_ha": 0.2721,
  "total_charge": 2,
  "e_homo_ev": -13.04
}